[1]
DFT (ωB97M-V with the def2-TZVPD basis set) results for C35H23AsCl2N3O11S2Tl as an isolated structure in a non-equilibrium geometry.

The value obtained for the frontier orbital gap is 0.2359 hartree. For the total energy, the calculation gives -6464.4676 a.u. The calculation puts the LUMO energy at 3.4 eV. The charge is -2. Its HOMO energy is -0.110 Eh.

Each line ends with the Löwdin charge.
Cartesian coordinates (Å):
Tl: 0.0134 -1.4259 0.2482  0.97
O: -0.1990 -5.0279 -2.3969  0.04
C: -0.0256 -4.1401 -1.5767  -0.43
N: -0.8205 -3.1000 -1.2436  0.08
C: -1.9644 -2.7934 -1.9454  -0.45
O: -2.1999 -3.0348 -3.1129  0.08
C: -3.0099 -2.0153 -1.1707  -0.23
C: -3.5565 -0.8537 -1.7043  -0.03
C: -4.4058 -0.0892 -0.9301  -0.07
C: -4.7544 -0.5888 0.3111  -0.09
C: -4.2274 -1.7993 0.7350  -0.15
N: -3.3492 -2.4948 0.0198  0.14
C: 1.2739 -4.2412 -0.7433  -0.17
C: 2.3009 -5.0769 -1.1595  0.00
C: 3.4187 -5.1773 -0.3514  -0.07
C: 3.5102 -4.4303 0.8159  -0.04
C: 2.4498 -3.5696 1.1082  -0.11
N: 1.3700 -3.4906 0.3408  0.06
H: -3.2543 -0.5450 -2.6984  0.11
H: -4.7633 0.8812 -1.2532  0.10
H: -5.3905 -0.0238 0.9949  0.10
H: -4.5125 -2.2213 1.6879  0.10
H: 2.1753 -5.6074 -2.0796  0.11
H: 4.2569 -5.7955 -0.6626  0.10
H: 4.3706 -4.4677 1.4628  0.10
H: 2.4621 -2.9142 1.9592  0.07
Cl: -2.8334 -0.3193 7.2028  0.56
C: -2.4869 -0.4092 5.4670  -0.66
C: -2.7742 0.7100 4.6581  -0.14
C: -2.5471 0.6603 3.3143  -0.55
Cl: -2.8504 2.0548 2.3055  0.69
C: -1.9342 -0.4811 2.6713  -0.41
O: -1.7026 -0.4339 1.4342  -0.14
C: -1.6854 -1.5954 3.5296  -0.13
C: -1.2390 -2.8864 3.0349  -0.21
O: -0.9224 -3.1758 1.8980  -0.02
C: -1.9489 -1.5443 4.9158  -0.08
H: -3.1721 1.6150 5.0920  0.10
H: -1.2240 -3.6905 3.8107  0.13
H: -1.7883 -2.4068 5.5456  0.10
O: 0.7476 1.7932 2.7482  -0.14
As: 2.2623 -0.4483 3.1221  1.18
O: 2.0039 1.3543 3.1820  -0.47
O: 1.0479 -1.1534 2.2022  -0.64
C: 3.9290 -0.3967 1.9629  -0.31
C: 5.0672 -0.6735 2.7000  -0.16
C: 6.3179 -0.7914 2.1129  -0.11
C: 6.4416 -0.7104 0.7374  -0.10
C: 5.3199 -0.4237 -0.0227  -0.07
C: 4.1005 -0.2355 0.5937  -0.27
S: 2.7474 0.1641 -0.4838  0.46
O: 1.8306 0.9081 0.3604  -0.37
O: 3.2630 0.8784 -1.6372  -0.32
O: 2.2418 -1.1904 -0.8116  -0.37
H: 0.8317 1.7183 1.7782  0.05
H: 5.0027 -0.7092 3.7842  0.07
H: 7.1922 -0.9816 2.7210  0.09
H: 7.3985 -0.8600 0.2561  0.09
H: 5.3784 -0.3158 -1.0943  0.11
C: -1.8869 8.4211 -3.9226  -0.09
C: -2.1164 6.9527 -3.7656  -0.75
O: -2.7878 6.5154 -2.8766  0.04
S: -1.2824 5.9594 -5.0144  0.99
C: -1.1865 4.4012 -4.2244  -0.57
C: 0.1051 3.9732 -3.9352  -0.11
C: 0.2529 2.8042 -3.2319  -0.01
C: -0.8827 2.1182 -2.7933  -0.21
C: -2.1741 2.5971 -3.0750  -0.01
C: -2.3379 3.7435 -3.8087  -0.10
C: -0.7345 0.9568 -1.9743  -0.09
C: -0.5631 0.0434 -1.2230  -0.02
H: -2.7260 8.9676 -3.4899  0.08
H: -1.7148 8.7066 -4.9609  0.06
H: -0.9662 8.6575 -3.3820  0.09
H: 0.9361 4.5712 -4.2768  0.09
H: 1.2414 2.4300 -2.9640  0.12
H: -3.0434 2.0402 -2.7553  0.10
H: -3.3166 4.1597 -4.0727  0.11


[2]
DFT (ωB97M-V with the def2-TZVPD basis set) results for C35H24AsF6NOSTl as an isolated structure.

The value obtained for the frontier orbital gap is 0.3020 hartree. For the total energy, the calculation gives -4883.6308 a.u. The calculation puts the LUMO energy at -3.1 eV. The charge is +1. Its HOMO energy is -0.415 Eh.

Each line ends with the Löwdin charge.
Cartesian coordinates (Å):
Tl: 1.1993 0.9150 0.9482  1.05
S: 0.3443 -3.2261 2.9922  1.17
C: 0.5365 -3.6910 1.3316  -0.44
C: 0.3221 -4.9284 0.7324  -0.07
C: 0.5504 -5.0319 -0.6255  -0.06
C: 0.9930 -3.9337 -1.3749  -0.06
C: 1.2093 -2.7086 -0.7821  0.00
C: 0.9668 -2.5917 0.5849  -0.29
N: 1.1079 -1.4363 1.3352  0.02
C: 0.8131 -1.6146 2.5872  -0.53
C: 0.8501 -0.5079 3.5507  -0.26
C: 0.7191 -0.7379 4.9178  -0.03
C: 0.7681 0.3225 5.8069  -0.05
C: 0.9482 1.6146 5.3377  -0.05
C: 1.0801 1.8534 3.9747  -0.10
C: 1.0318 0.7962 3.0830  -0.22
H: -0.0071 -5.7817 1.3085  0.12
H: 0.3962 -5.9826 -1.1167  0.11
H: 1.1737 -4.0526 -2.4344  0.11
H: 1.5614 -1.8543 -1.3472  0.12
H: 0.5946 -1.7468 5.2917  0.10
H: 0.6723 0.1387 6.8678  0.12
H: 0.9914 2.4418 6.0326  0.12
H: 1.2276 2.8659 3.6238  0.11
C: 4.2619 1.8071 -2.0855  0.04
C: 3.3932 2.0797 -0.8622  -0.46
O: 2.6014 0.9744 -0.5991  -0.24
C: 4.3108 2.3694 0.3488  -0.56
F: 3.5883 2.5373 1.4878  0.11
F: 5.1249 1.3343 0.5602  0.18
F: 5.0549 3.4651 0.1893  0.18
C: 2.4917 3.2986 -1.1540  -0.56
F: 3.1570 4.4131 -1.4322  0.19
F: 1.6625 3.5670 -0.1052  0.09
F: 1.6850 3.0261 -2.1976  0.14
H: 4.8401 0.9051 -1.9005  0.11
H: 4.9381 2.6355 -2.2905  0.11
H: 3.6194 1.6407 -2.9471  0.10
C: -4.0233 4.3161 -0.9067  -0.06
C: -2.6712 4.5048 -1.1585  -0.06
C: -1.7876 3.4431 -1.0398  -0.10
C: -2.2740 2.1900 -0.6822  -0.36
C: -3.6268 1.9932 -0.4290  -0.09
C: -4.5002 3.0658 -0.5412  -0.06
As: -1.0495 0.7197 -0.5391  1.36
C: -1.9605 -0.8230 0.1260  -0.33
C: -2.4269 -1.0457 1.4120  -0.09
C: -2.9586 -2.2897 1.7237  -0.07
C: -3.0015 -3.2879 0.7570  -0.05
C: -2.5227 -3.0614 -0.5249  -0.01
C: -1.9962 -1.8189 -0.8553  -0.19
C: -1.4173 -1.4438 -2.1628  -0.21
C: -1.3726 -2.2534 -3.2904  -0.02
C: -0.7749 -1.7844 -4.4509  -0.05
C: -0.2130 -0.5144 -4.4996  -0.06
C: -0.2483 0.3070 -3.3808  -0.07
C: -0.8577 -0.1632 -2.2308  -0.29
H: -4.7080 5.1485 -0.9948  0.11
H: -2.3025 5.4804 -1.4441  0.11
H: -0.7328 3.5963 -1.2296  0.09
H: -4.0001 1.0141 -0.1564  0.10
H: -5.5543 2.9216 -0.3472  0.11
H: -2.3838 -0.2661 2.1644  0.12
H: -3.3365 -2.4816 2.7186  0.11
H: -3.4133 -4.2563 1.0077  0.12
H: -2.5570 -3.8556 -1.2585  0.12
H: -1.8031 -3.2456 -3.2708  0.12
H: -0.7466 -2.4154 -5.3287  0.11
H: 0.2507 -0.1628 -5.4109  0.11
H: 0.1908 1.2933 -3.4147  0.10


[3]
DFT (ωB97M-V with the def2-TZVPD basis set) results for C35H24N4O3S2Ti as an isolated structure in a non-equilibrium geometry.

The value obtained for the frontier orbital gap (alpha / beta) is 0.2276 / 0.2383 hartree. For the total energy, the calculation gives -3438.5958 a.u. The spin multiplicity is 2. The calculation puts the LUMO energy (alpha / beta) at -4.1 / -4.1 eV. Its expectation value of S² is 0.76. The charge is +1. Its HOMO energy (alpha / beta) is -0.377 / -0.388 Eh.

Each line ends with the Löwdin spin population.
Cartesian coordinates (Å):
Ti: 9.9081 16.0978 8.0798  0.89
C: 9.2563 12.0560 10.9301  0.00
O: 10.4146 12.8689 11.0404  0.00
C: 10.3250 14.1029 11.5822  0.00
C: 10.9795 14.3534 12.8256  0.01
C: 11.1548 15.5951 13.3440  0.00
C: 10.7664 16.7332 12.6392  0.01
C: 10.2533 16.5674 11.3251  0.00
C: 10.1530 17.7638 10.5628  0.05
N: 9.7982 17.7054 9.3022  -0.02
N: 9.5823 18.8492 8.5461  0.00
C: 8.8367 18.5623 7.4869  -0.01
O: 8.5441 17.3265 7.1218  0.00
C: 8.2756 19.7095 6.6761  0.00
C: 7.9945 20.9089 7.3525  0.00
C: 7.1957 21.8812 6.7678  0.00
C: 6.7186 21.6418 5.5037  0.00
C: 7.0246 20.4485 4.8012  0.00
C: 7.7415 19.4589 5.4408  0.00
C: 9.9387 15.2335 10.8554  0.01
O: 9.5946 15.1174 9.5550  0.00
H: 9.6097 11.0998 10.5336  0.00
H: 8.4502 12.5034 10.2946  0.00
H: 8.8115 11.9107 11.9300  0.00
H: 11.4165 13.4848 13.3170  0.00
H: 11.6168 15.7556 14.3336  0.00
H: 10.9156 17.7514 12.9804  0.00
H: 10.4933 18.6602 11.0556  0.00
H: 8.4583 21.1079 8.3109  0.00
H: 6.9154 22.7861 7.3257  0.00
H: 6.1154 22.3913 4.9566  0.00
H: 6.6809 20.3089 3.7520  0.00
H: 7.8752 18.4811 4.9829  0.00
S: 16.3954 18.7943 8.5826  0.00
C: 16.1886 20.5095 8.7790  0.00
C: 14.9174 20.9723 8.6367  0.00
C: 14.0432 19.9194 8.3250  0.00
C: 14.6685 18.6696 8.1995  0.00
C: 13.9705 17.4444 7.8546  0.00
C: 12.5814 17.4574 7.7402  0.01
N: 11.8337 16.3288 7.5439  0.00
C: 12.4264 15.0938 7.4006  0.01
C: 13.8524 14.9891 7.5062  0.00
C: 14.3854 13.6346 7.5401  0.00
C: 13.5881 12.5620 7.3213  0.00
C: 12.1444 12.6492 7.3191  0.00
C: 11.2612 11.6024 7.3278  0.00
C: 9.8619 11.8313 7.2771  0.00
C: 9.3689 13.1448 7.3717  0.01
N: 10.2272 14.2150 7.2222  0.02
C: 11.5828 13.9526 7.2613  0.00
C: 8.8853 10.7303 7.1688  0.00
C: 7.6915 10.8434 6.4431  0.00
C: 7.0210 9.6297 6.2976  0.00
C: 7.7916 8.6327 6.8753  0.00
S: 9.1913 9.1177 7.7645  0.00
C: 14.5783 16.1799 7.6686  0.01
H: 17.0416 21.1482 9.0232  0.00
H: 14.6424 22.0449 8.7336  0.00
H: 12.9665 20.0904 8.1372  0.00
H: 11.9816 18.3338 7.8037  0.00
H: 15.4286 13.5011 7.7375  0.00
H: 14.0089 11.5593 7.2443  0.00
H: 11.6535 10.5853 7.4215  0.00
H: 8.3299 13.3997 7.5042  0.00
H: 7.3584 11.7717 5.9551  0.00
H: 6.1328 9.4388 5.7237  0.00
H: 7.5601 7.5852 6.8334  0.00
H: 15.6367 16.1421 7.5912  0.00